Formula: C57H118N6O25
Source: the Open Molecules 2025 dataset
Level of theory: ωB97M-V with the def2-TZVPD basis set

Positions of all 206 atoms, in Å:
C1 -5.1544 -6.3448 -2.9913
H1 -0.5694 -4.7440 2.1330
H2 -2.3380 7.0358 -1.8856
O1 0.3787 -1.8409 -5.2206
O2 1.3780 1.2631 0.9332
H3 -2.9005 6.0975 -5.6604
C2 -1.5590 2.5681 7.4382
H4 -6.7200 3.7438 0.8417
C3 -1.4905 3.6920 -4.8847
C4 -2.4857 -4.8146 2.9356
H5 -7.0061 4.2279 -0.7104
H6 1.0614 7.1063 -2.3870
H7 1.1689 2.1996 0.9045
H8 1.3591 -7.2927 -2.0321
H9 -4.7002 4.6440 -1.0314
H10 -2.6108 2.9720 -3.2394
H11 -0.2695 3.9054 -7.2676
C5 -1.9682 7.0535 -2.9108
H12 -3.9078 1.6198 6.4632
O3 1.6052 -5.3763 -1.2694
C6 -1.0190 -1.1607 -1.6669
H13 4.8052 3.2952 -0.8035
C7 -0.8158 -5.5243 -0.4575
C8 -2.3191 3.9630 -3.5872
O4 -6.4034 -6.6332 -5.0004
O5 5.4697 -5.7243 0.5679
H14 13.1410 -0.2424 1.0359
H15 -4.0335 -4.2073 -1.3744
H16 -1.3013 -5.3215 -3.4319
H17 -6.9716 -0.5367 -2.4269
H18 1.3426 6.6444 -4.7576
C9 -2.7739 0.3452 5.6790
H19 -2.4450 -5.8221 3.3495
H20 -1.0098 2.1422 1.7885
C10 2.0754 1.1870 -1.7211
C11 -5.0877 -2.5979 -2.3927
C12 1.7471 3.2103 5.0696
N1 -3.3964 0.8584 6.8859
O6 6.6168 3.4293 0.2133
C13 -0.7891 0.1790 0.5890
C14 3.0024 3.9615 4.7515
C15 -5.4557 0.6798 3.1566
O7 1.2035 4.1285 1.9277
O8 -6.4221 -2.4879 -2.8805
C16 -1.3412 4.6618 -2.5840
C17 -0.2093 -2.8686 -4.9889
C18 4.1584 -5.4376 0.1182
C19 0.7220 -5.6551 -0.1625
H21 -4.1994 -2.8734 3.8892
H22 -7.5062 -1.2874 -4.0309
C20 -6.7041 -1.1103 -3.3143
H23 -5.5260 -4.4329 -3.7968
C21 9.8829 1.9624 2.7835
C22 12.6651 -0.2525 2.0164
C23 -0.7902 6.0408 -3.0324
C24 8.7500 3.5642 1.4144
H24 -2.8716 1.5157 8.7802
H25 4.6322 -1.7989 4.3561
C25 5.8517 3.5649 -0.9453
C26 -0.6483 -0.8712 1.5738
H26 9.9098 -0.2379 2.7323
O9 1.0185 3.1557 3.9300
O10 -3.8610 -4.5430 2.6802
H27 -2.0594 1.0226 5.2112
C27 -1.1493 -4.8415 -5.4329
O11 0.4391 6.9117 -4.9412
H28 -2.1782 3.3437 -5.6554
H29 -1.8305 6.7664 -6.6422
C28 7.9499 3.8190 0.0792
H30 12.2838 -1.2631 2.1631
H31 -2.3222 1.0663 1.9369
H32 9.3023 2.1402 3.6887
H33 -1.5643 -1.2076 2.0594
C29 -1.5421 -4.4530 -4.0450
H34 -1.0043 -6.3278 -1.1695
H35 7.9119 4.8996 -0.0588
H36 -0.8396 2.8921 8.1902
H37 -2.1478 -0.5087 5.9375
H38 0.8735 -6.6994 0.1107
C30 0.2074 -0.3877 -2.1638
H39 0.6513 -5.9632 -3.0769
H40 5.6425 4.6117 -1.1658
H41 0.8182 -1.0968 -2.7225
C31 -1.5577 -4.6920 1.6761
C32 -5.3168 1.6568 -0.7495
H42 -2.0680 0.5614 -1.0287
O12 2.6824 4.4833 3.5221
C33 -4.1438 -3.1592 2.8388
H43 -2.8264 5.6221 7.2547
O13 -0.4983 -3.7163 -5.8762
H44 4.1809 -1.8683 2.6901
O14 5.3978 -0.2735 2.9899
O15 11.6287 0.6402 1.8145
H45 -1.6254 -3.6703 1.3024
H46 -4.3005 -2.3503 -3.1048
H47 -2.0385 -5.1192 -5.9988
H48 -7.7590 -6.9712 -6.4262
H49 2.8795 -0.6463 -0.0201
H50 4.3134 -3.3640 -0.6132
H51 -0.9964 2.4227 6.5160
C34 10.6126 0.5951 2.7524
H52 -5.8848 -0.3173 3.2554
H53 -0.0123 -0.5740 2.4077
C35 1.1862 0.1049 -1.1035
O16 -5.0421 0.5031 -0.9764
H54 -6.8189 -8.4457 -5.8763
H55 -3.1893 4.5777 -3.8172
C36 -2.3439 1.2946 7.8524
H56 8.1064 3.8656 2.2409
H57 -5.0107 0.7992 2.1687
C37 -1.9816 4.9525 7.4156
H58 -1.6800 5.2445 8.4215
H59 -2.7434 6.7956 -3.6324
H60 -0.0860 0.3597 -2.9009
H61 -1.0710 -4.6390 -1.0400
H62 1.0574 -4.9940 0.6365
C38 1.4013 -6.2476 -2.3388
C39 -1.9994 5.7889 -6.1904
H63 -1.6745 -1.4464 -2.4896
C40 1.5987 3.9435 3.0494
C41 -4.9684 -4.1026 -1.9249
H64 3.5305 -5.9605 0.8396
H65 -5.2589 -8.1855 -4.1291
H66 -4.3119 -6.8395 -2.5080
H67 -2.0623 2.0669 0.5329
C42 -6.8043 -7.3775 -6.0924
H68 -4.8689 -1.9574 -1.5383
H69 9.5778 4.2729 1.4397
O17 -0.6753 -3.3597 -3.7795
C43 -1.7068 -0.3405 -0.5345
H70 2.0069 2.2441 5.5022
H71 8.3114 1.5639 1.6183
O18 6.8296 -4.8538 2.2555
H72 -0.6720 2.9905 -4.7236
H73 -0.4867 -5.7012 -5.3327
H74 -0.5779 3.9312 -2.3162
C44 4.4009 -1.1693 3.4969
N2 9.1167 2.1734 1.6223
C45 3.2759 -0.1636 3.4744
H75 -4.5493 -0.7773 5.0647
H76 -2.5889 -4.1710 -4.1575
H77 -6.1310 -7.2235 -6.9357
C46 0.3491 6.3741 -2.0068
H78 1.5331 -1.6843 0.0431
H79 13.4042 -0.0678 2.7960
H80 -4.3005 -6.9199 -4.9063
N3 -0.2511 5.7881 -4.4253
H81 3.1714 4.7374 5.4982
O19 -6.4351 2.1717 -0.4394
C47 -0.8956 5.0407 -5.5310
H82 2.6385 0.7080 -2.5221
H83 2.3388 -6.1846 -2.8913
N4 -4.8632 -4.9010 -3.1955
H84 -4.3495 4.2574 0.6284
H85 2.5618 -0.2768 4.2902
C48 -6.3595 3.5393 -0.1665
H86 -5.0500 -2.9613 2.2663
O20 5.9072 1.8826 3.3089
H87 -0.1809 -1.7690 1.1694
C49 -5.2210 -7.1205 -4.3582
H88 1.1445 3.6538 5.8623
H89 -3.3936 -2.5575 2.3257
H90 -2.6542 -6.0598 0.5950
H91 6.2860 2.9730 -1.7511
H92 -5.8346 -0.6427 -3.7762
N5 -1.7067 -5.7696 0.7901
H93 8.5162 3.3719 -0.7378
H94 -1.6323 0.5243 8.1497
C50 0.1137 4.7174 -6.6497
H95 10.6599 2.7171 2.9047
O21 5.0775 -3.6692 1.2975
H96 1.0323 4.4341 -6.1359
H97 -3.2596 -0.5521 3.8464
H98 0.9688 5.5158 -1.7473
H99 -2.1260 -4.1958 3.7577
C51 4.1381 -3.9032 0.3177
H100 3.1811 -3.5375 0.6898
H101 -0.0456 6.8249 -1.0962
H102 2.8865 1.5183 -1.0727
H103 -1.7182 8.1136 -2.9524
H104 -1.2594 5.3508 6.7030
O22 -4.3697 2.6344 -0.8025
H105 -6.3279 1.3195 3.2910
H106 1.5261 1.9691 -2.2452
N6 0.5053 0.6658 0.0318
H107 0.2763 5.5761 -7.3012
C52 -4.8541 3.8859 -0.2635
C53 5.1011 0.9621 3.2773
C54 5.8471 -4.8274 1.5240
C55 2.0727 -1.0319 -0.6434
H108 -2.3905 5.2554 -7.0567
C56 -1.5624 1.3899 1.2256
H109 3.7638 3.1845 4.8196
O23 -2.5279 3.5963 7.1519
H110 2.5350 -1.6100 -1.4435
H111 -2.0097 4.7514 -1.7278
H112 -2.4955 -0.9605 -0.1082
H113 -5.7735 -4.3889 -1.2481
C57 -3.8005 -0.0895 4.6719
H114 11.1773 0.6604 3.6825
H115 -6.1136 -6.5222 -2.5050
H116 -0.6739 -2.1401 -1.3357
H117 4.0028 -5.5576 -0.9539
H118 2.7411 -0.3677 2.5468
O24 3.8248 1.0740 3.4969
O25 -4.4175 1.0509 4.1465

Forces on the atoms, in the same order (eV/Å):
0.273 0.103 -2.231
0.354 0.020 -0.057
-0.345 -0.631 0.051
-0.671 -0.996 1.147
0.148 -0.585 0.852
-0.039 -0.767 0.893
-0.929 -0.154 -0.575
0.097 -0.582 0.327
-0.467 1.980 -0.682
0.016 -0.322 -0.524
0.062 -0.777 -1.068
-0.177 0.222 -0.282
-0.014 0.437 0.048
-0.570 -0.122 0.152
0.113 -0.033 -0.057
-0.281 0.218 0.422
0.066 -0.121 0.126
0.636 0.098 0.218
-0.319 0.852 1.058
-1.601 0.295 0.927
0.758 0.401 1.154
0.170 -0.993 0.574
-0.595 -1.221 0.582
2.504 0.072 -1.184
0.979 -0.064 1.025
1.361 -0.619 0.977
0.588 -0.249 0.210
0.173 -0.074 0.138
-0.634 0.571 0.719
-0.261 0.139 -0.227
0.274 0.338 -0.195
0.431 -1.177 0.290
0.048 -0.259 -0.359
0.885 -0.530 0.260
0.660 -0.757 -0.973
-0.495 -1.933 1.653
-0.088 -0.707 4.116
1.516 -0.291 -0.257
-0.480 -1.195 0.573
-0.401 2.194 -1.182
-0.046 -0.775 2.365
0.787 0.828 0.807
-0.158 -0.131 0.414
1.116 1.608 -0.455
-1.989 -0.776 -0.304
0.956 2.475 2.370
0.029 1.816 0.357
-0.553 0.256 -0.199
-0.167 0.006 0.018
-0.079 0.718 0.101
-0.074 -1.804 0.472
-0.438 -0.625 -0.395
0.863 -0.602 0.440
0.121 -1.055 -1.355
-0.229 -1.083 -0.134
-1.832 -0.143 -0.710
-0.018 0.256 0.069
0.487 0.870 0.441
-0.633 0.373 -0.002
1.105 -2.046 2.393
0.211 -0.337 -0.353
-1.428 -0.941 -1.223
0.434 0.255 0.079
-0.119 0.466 -0.300
-0.302 -1.827 0.734
-0.179 0.155 0.191
0.188 -0.525 -0.091
1.328 0.120 0.082
0.973 0.762 1.619
-0.064 -0.270 0.138
-0.165 -0.356 -0.065
-0.330 -0.654 0.568
-0.356 0.216 -0.256
-0.303 -0.221 -0.514
-0.303 -0.291 0.116
0.448 0.358 -0.248
-0.146 -0.076 0.350
-0.095 -0.401 0.086
0.102 -0.094 0.379
-0.018 -1.043 -0.649
-0.509 -0.005 0.417
0.957 0.492 -0.625
-0.135 0.059 -0.434
-0.613 0.591 3.176
3.986 -1.195 -0.899
-0.635 -0.190 0.011
2.023 1.539 -0.988
0.015 -0.360 -1.005
-0.310 -0.179 -0.126
-0.176 -1.607 -4.972
0.353 -0.188 0.142
2.098 -2.327 0.256
-0.475 0.566 -1.016
-0.329 0.172 -0.595
-0.157 -0.174 -0.612
0.351 0.248 -0.478
-0.192 -0.392 0.204
0.208 0.241 -0.039
0.534 0.014 0.041
0.207 -0.293 -0.128
0.137 2.246 2.052
0.595 -0.334 0.300
0.239 0.229 0.096
0.058 0.551 0.136
-0.828 1.022 0.218
-0.374 -0.155 0.030
-0.057 -0.074 0.076
-0.840 1.405 -0.013
-0.398 0.422 0.157
-0.164 -0.075 -0.119
-1.912 -0.028 -0.850
0.304 -1.074 0.332
-0.075 0.254 0.219
-0.010 0.426 0.316
0.089 0.630 0.474
-0.105 -0.051 -0.001
1.716 -0.123 -0.883
-2.286 1.391 -1.373
-0.252 0.573 0.036
-0.930 0.023 -2.926
1.234 1.028 -1.766
-0.679 -0.068 -0.735
-0.309 -0.226 -0.178
-0.065 0.314 0.703
-0.111 -0.542 -0.667
0.063 0.132 -1.022
-0.469 0.261 0.188
0.482 -0.501 -0.185
0.405 1.039 0.350
0.770 -0.169 -1.616
-0.221 -0.457 -0.561
-0.278 0.229 -0.025
-3.266 -0.407 -1.795
-0.100 -0.067 0.115
0.383 0.029 -0.794
0.278 0.238 -0.121
-0.552 -0.123 -1.836
0.233 0.665 -1.780
-2.999 -2.910 0.471
0.069 -0.135 0.306
-0.068 0.183 1.358
0.330 -0.099 -0.234
0.119 0.418 -0.972
-0.185 -0.329 -0.334
-0.184 0.623 0.327
-0.012 0.110 -0.464
0.647 -0.369 1.019
0.281 0.134 -0.321
-3.868 0.255 0.439
-0.644 -0.545 1.504
-0.001 -0.265 -0.319
0.105 -0.058 -0.295
-0.142 -0.402 1.548
-0.038 -0.772 0.229
-0.017 0.100 0.077
0.360 2.157 2.003
-0.314 0.005 0.492
-1.581 -1.561 -0.071
-0.020 -0.095 -0.215
-0.783 1.663 1.458
-0.143 0.453 -0.001
0.324 0.157 0.155
0.025 0.370 -0.343
-0.101 0.317 -0.374
0.045 -0.128 -0.160
2.195 -0.258 -2.698
-0.301 -0.341 -0.305
-0.134 -0.453 -0.626
0.003 0.015 0.967
0.254 0.110 -0.568
1.874 -0.867 1.855
0.230 -0.194 -0.418
0.104 -0.568 -0.119
-0.326 -0.233 -0.013
0.141 0.462 -0.104
-1.975 -0.471 -0.432
-0.195 -0.120 -0.094
-0.244 -0.256 0.016
-0.511 0.410 0.316
0.447 -0.024 -0.853
0.462 -0.805 -0.199
1.000 0.359 0.552
0.306 0.444 -0.062
-0.113 0.288 0.570
-2.257 0.772 -0.652
0.121 0.022 0.195
-0.813 -0.410 -1.714
3.434 3.130 -0.238
2.226 1.752 -0.633
0.685 -0.585 0.741
0.036 -0.503 -0.021
0.017 0.555 0.270
0.783 0.758 -0.980
1.750 1.838 1.249
-0.134 -0.020 -0.111
0.546 0.521 0.645
-0.308 0.475 0.118
-0.344 0.044 -0.208
0.758 0.089 -0.590
-0.479 -0.832 0.900
0.066 -0.068 0.407
0.086 -0.135 0.523
0.152 -1.076 0.449
-0.260 0.646 -0.098
-1.025 2.434 0.829
-2.233 -0.073 -1.000

For the HOMO energy, the calculation gives -7.678 eV. The structure (SMILES) is CC1(C)CCCC(C)(C)N1O.CC1(C)CCCC(C)(C)N1O.COCCNCCOC.COCCNCCOC.COCCNCCOC.COCCNCCOC.O=C1OCCO1.O=C1OCCO1.O=C1OCCO1.O=C1OCCO1.O=C1OCCO1.